76
Properties=species:S:1:pos:R:3:forces:R:3:lowdin_charge:R:1 method="wB97M-V/def2-TZVPD" total_charge=-1 orbital_gap_ev=5.56
Sn 1.9062 3.2895 1.1997 0.0 0.0 -0.2 0.899
Se 3.8370 0.9274 2.6414 0.0 0.0 0.0 -0.192
Te 4.5584 0.3361 0.4300 0.0 0.0 0.0 0.414
Te 3.9903 2.6654 -1.0727 0.0 0.0 0.0 0.169
Se 5.9797 3.8196 -0.3260 0.0 0.0 0.0 -0.337
N 0.7484 1.9121 0.3729 0.0 0.0 0.1 -0.401
P -0.5195 1.1303 -0.0056 0.0 0.0 0.0 0.553
N -1.9335 1.7124 0.6543 0.1 0.0 0.0 -0.202
C -3.1153 0.8545 0.6744 0.0 0.0 0.0 -0.202
C -4.3723 1.6666 0.9910 0.0 0.0 0.0 -0.185
C -4.3159 3.0056 0.2673 0.0 0.0 0.0 -0.194
C -3.1573 3.8510 0.8187 0.0 0.0 0.0 -0.162
C -2.0453 2.9615 1.3914 0.0 0.0 0.0 -0.199
N -0.4532 -0.4703 0.4729 0.1 0.0 -0.1 -0.198
C 0.1601 -0.7080 1.7853 0.0 0.0 0.0 -0.232
C -0.0265 -2.1576 2.2146 0.0 0.0 0.0 -0.189
C -1.4782 -2.5668 2.0053 0.0 0.0 0.0 -0.193
C -1.8299 -2.5379 0.5088 0.0 0.0 0.0 -0.172
C -0.8652 -1.6431 -0.2811 0.0 0.0 0.0 -0.222
N -0.8563 0.9941 -1.6424 0.0 0.0 0.0 -0.208
C 0.2453 0.5229 -2.4911 0.0 0.0 0.0 -0.226
C -0.2138 0.4219 -3.9539 0.0 0.0 0.0 -0.172
C -1.7159 0.1654 -4.0139 0.0 0.0 0.0 -0.201
C -2.4562 1.3813 -3.4412 0.0 0.0 0.0 -0.171
C -1.6282 2.0320 -2.3247 0.0 0.0 0.0 -0.196
H -2.9981 0.0385 1.3995 0.0 0.0 0.0 0.099
H -3.2298 0.3905 -0.3122 0.0 0.0 0.0 0.111
H -4.4478 1.8377 2.0691 0.0 0.0 0.0 0.110
H -5.2506 1.0852 0.7024 0.0 0.0 0.0 0.108
H -5.2622 3.5427 0.3560 0.0 0.0 0.0 0.104
H -4.1693 2.8134 -0.7999 0.0 0.0 0.0 0.096
H -3.5195 4.5054 1.6166 0.0 0.0 0.0 0.111
H -2.7414 4.4926 0.0419 0.0 0.0 0.0 0.095
H -2.2377 2.7465 2.4512 0.0 0.0 0.0 0.118
H -1.0983 3.4864 1.3353 0.0 0.0 0.0 0.061
H -0.3244 -0.0574 2.5261 0.0 0.0 0.0 0.118
H 1.2164 -0.4291 1.7769 0.0 0.0 0.0 0.029
H 0.2668 -2.2533 3.2624 0.0 0.0 0.0 0.114
H 0.6365 -2.8151 1.6424 0.0 0.0 0.0 0.103
H -2.1090 -1.8559 2.5483 0.0 0.0 0.0 0.099
H -1.6806 -3.5519 2.4300 0.0 0.0 0.0 0.103
H -2.8575 -2.1940 0.3734 0.0 0.0 0.0 0.094
H -1.7749 -3.5457 0.0880 0.0 0.0 0.0 0.108
H -1.3387 -1.3068 -1.2003 0.0 0.0 0.0 0.093
H 0.0148 -2.2330 -0.5723 0.0 0.0 0.0 0.096
H 0.5655 -0.4574 -2.1386 0.0 0.0 0.0 0.054
H 1.1101 1.1949 -2.4077 0.0 0.0 0.0 0.094
H 0.3498 -0.3674 -4.4542 0.0 0.0 0.0 0.110
H 0.0095 1.3523 -4.4829 0.0 0.0 0.0 0.112
H -1.9479 -0.7255 -3.4236 0.0 0.0 0.0 0.099
H -2.0415 -0.0405 -5.0355 0.0 0.0 0.0 0.103
H -3.4396 1.0839 -3.0666 0.0 0.0 0.0 0.099
H -2.6239 2.1200 -4.2300 0.0 0.0 0.0 0.108
H -2.2603 2.5427 -1.6050 0.0 0.0 0.0 0.084
H -0.9571 2.7958 -2.7284 0.0 0.0 0.0 0.122
O 3.0612 -5.8724 -1.3779 0.0 0.0 0.0 -0.281
S 4.0935 -4.9339 -1.0568 0.0 0.0 0.0 0.649
O 5.4186 -5.1412 -1.5545 0.0 0.0 0.0 -0.279
N 3.5874 -3.3927 -1.4820 0.0 0.0 0.0 -0.044
C 3.4273 -2.6675 -0.4375 0.0 -0.1 0.0 -0.721
S 2.7745 -1.0467 -0.5975 0.0 0.1 0.1 0.515
C 3.6909 -3.3200 0.8794 0.0 0.0 0.0 -0.226
C 3.5218 -2.8263 2.1606 0.0 0.0 0.0 -0.051
C 3.8323 -3.6623 3.2276 0.0 0.0 0.0 -0.048
C 4.2780 -4.9624 3.0169 0.0 0.0 0.0 -0.061
C 4.4144 -5.4695 1.7279 0.0 0.0 0.0 -0.030
C 4.1129 -4.6229 0.6854 0.0 0.0 0.0 -0.224
H 3.1578 -1.8216 2.3380 0.0 0.0 0.0 0.027
H 3.7201 -3.2910 4.2378 0.0 0.0 0.0 0.112
H 4.5100 -5.5919 3.8661 0.0 0.0 0.0 0.106
H 4.7366 -6.4868 1.5509 0.0 0.0 0.0 0.122
F 0.0985 5.3679 0.9484 0.0 0.0 0.0 0.002
B 0.2482 5.4995 -0.4631 -0.1 0.1 0.0 -1.295
F 0.3874 6.8180 -0.8317 0.0 0.0 0.0 0.147
F -0.8327 4.8907 -1.0950 0.1 0.0 -0.1 0.125
F 1.4595 4.7719 -0.7807 0.0 -0.1 0.0 -0.074

***

69
Properties=species:S:1:pos:R:3:forces:R:3:mulliken_spin:R:1 method="wB97M-V/def2-TZVPD" multiplicity=2 total_charge=+3 orbital_gap_ev="8.88 / 5.86"
Sc 0.9884 -0.0714 -0.4893 0.5 -0.5 -0.5 0.000
C -1.0964 1.0332 -3.7969 -0.1 -0.1 0.0 0.000
C -1.7055 0.6337 -2.4929 0.1 0.0 -0.1 0.000
C -3.0638 0.3994 -2.2841 0.0 0.1 -0.1 -0.001
C -3.1933 0.1781 -0.9380 0.0 -0.1 0.0 0.000
N -1.9779 0.2530 -0.3620 -0.2 0.2 0.0 0.001
N -1.0270 0.5038 -1.3383 -0.1 -0.1 0.2 -0.001
B -1.5662 0.4511 1.1104 0.1 0.0 0.0 -0.040
N -0.8297 -0.8223 1.6421 0.1 0.2 0.1 0.016
C -1.2424 -1.6513 2.6276 -0.1 0.0 0.0 -0.009
C -0.1547 -2.2674 3.1823 0.0 -0.1 0.0 0.001
C 0.9521 -1.7728 2.4792 0.1 0.0 0.0 -0.001
C 2.3815 -2.0385 2.8201 -0.1 0.0 0.1 0.000
N 0.5416 -0.9283 1.5212 -0.1 0.0 0.1 0.003
N -0.6374 1.6941 1.2148 0.0 0.0 0.1 -0.003
C -0.8489 2.8975 1.7893 0.0 0.0 0.0 -0.002
C 0.2530 3.6962 1.5900 0.0 0.0 0.0 -0.001
C 1.1382 2.9173 0.8470 0.1 0.0 -0.1 0.000
C 2.4871 3.2679 0.3115 0.0 0.0 0.0 0.001
N 0.5928 1.7167 0.6201 0.0 0.1 0.1 0.002
N -2.7618 0.7240 2.0915 0.2 0.0 0.2 0.274
C -2.5976 0.9036 3.5035 0.0 -0.1 -0.2 0.099
C -3.8120 1.1710 4.0266 -0.1 0.0 0.0 0.020
C -4.7042 1.1586 2.9294 0.0 0.0 -0.1 0.252
C -6.1431 1.3841 2.8643 0.0 0.0 -0.1 -0.001
N -3.9837 0.8771 1.7475 -0.2 0.1 0.3 0.312
H -1.1002 0.2094 -4.5119 0.0 0.0 0.0 0.000
H -1.6942 1.8320 -4.2352 0.0 0.0 0.0 0.000
H -0.0903 1.4242 -3.6975 0.1 0.0 0.0 0.000
H -3.8501 0.4384 -3.0189 0.0 0.0 0.0 0.000
H -4.0796 -0.0035 -0.3556 0.1 0.0 -0.1 0.000
H -2.2873 -1.7455 2.8807 0.0 0.0 0.0 -0.003
H -0.1435 -2.9705 3.9983 0.0 0.0 0.0 0.000
H 2.6327 -3.0954 2.7253 0.0 0.0 0.0 0.000
H 3.0764 -1.4383 2.2398 0.0 0.0 0.0 0.000
H 2.5349 -1.7791 3.8683 0.0 0.0 0.0 0.000
H -1.7684 3.1332 2.3002 0.0 0.0 0.0 0.002
H 0.3976 4.7069 1.9311 0.0 0.0 0.0 0.000
H 2.9248 4.0848 0.8806 0.0 0.0 0.0 0.000
H 3.1746 2.4214 0.3760 0.0 0.0 0.0 0.000
H 2.4192 3.5996 -0.7267 0.0 0.0 0.0 0.000
H -1.6230 0.8193 3.9598 0.0 0.0 0.0 -0.005
H -4.0617 1.3574 5.0580 0.0 0.0 0.0 0.002
H -6.5747 1.5892 3.8387 0.0 0.0 0.0 -0.002
H -6.3538 2.2132 2.1768 0.0 0.0 0.0 0.042
H -6.6323 0.5131 2.4104 0.0 0.0 0.0 0.042
C 0.5785 -1.8798 -2.9374 0.0 0.0 0.0 0.000
C 1.6343 -0.9549 -3.5284 0.0 0.1 0.0 0.000
N 2.0143 0.1611 -2.6009 -0.2 0.1 0.2 0.000
C 3.4804 0.4180 -2.5948 0.0 0.0 0.0 0.000
C 4.2467 -0.6837 -1.8901 0.1 0.0 0.0 0.000
S 3.5514 -1.0178 -0.2462 -0.3 0.1 0.1 0.000
C 3.0543 -2.7671 -0.3350 0.0 0.0 0.0 0.000
C 2.0758 -3.1041 -1.4389 0.0 0.0 0.0 0.000
N 0.8999 -2.1836 -1.5153 0.0 0.0 0.0 0.000
H 0.5273 -2.7949 -3.5320 0.0 0.0 0.0 0.000
H -0.4059 -1.4227 -2.9631 0.0 0.0 0.0 0.000
H 1.2754 -0.5509 -4.4737 0.0 0.0 0.0 0.000
H 2.5407 -1.5080 -3.7663 0.0 0.0 0.0 0.000
H 1.5961 1.0142 -2.9643 0.0 0.0 -0.1 0.000
H 3.6465 1.3718 -2.0910 0.0 0.0 0.0 0.000
H 3.8514 0.5248 -3.6171 0.0 0.0 0.0 0.000
H 5.2837 -0.3817 -1.7524 0.0 0.0 0.0 0.000
H 4.2569 -1.6169 -2.4507 0.0 0.0 0.0 0.000
H 2.6316 -2.9800 0.6431 0.0 0.0 0.0 0.000
H 3.9583 -3.3687 -0.4318 0.0 0.0 0.0 0.000
H 1.7329 -4.1310 -1.3016 0.0 0.0 0.0 0.000
H 2.5810 -3.0867 -2.4019 0.0 0.0 0.0 0.000
H 0.0980 -2.6757 -1.1253 0.0 0.0 0.0 0.000

***

| no. | maximum force (eV/Å) | DFT total energy (eV) |
| --- | --- | --- |
| 1 | 0.16 | -228539.0655 |
| 2 | 0.87 | -70459.2148 |